[1]
DFT (ωB97M-V/def2-TZVPD) results for one molecule with the formula C3H3N3OS.

For the LUMO energy, the calculation gives -0.2553 eV. As for the SMILES: [H]/N=C1\N=CS\C1=N\O. For the orbital gap, the calculation gives 0.324 hartree. As for the total charge: 0. As for the spin multiplicity: 1.

Element x y z (Å)
H -1.123 1.381 1.864
N -0.707 1.400 0.919
C -0.319 0.232 0.615
N -0.439 -0.892 1.460
C 0.023 -1.942 0.912
S 0.709 -1.852 -0.697
C 0.329 -0.114 -0.693
N 0.619 0.576 -1.714
O 0.288 1.884 -1.606
H 0.027 -2.919 1.414
H 0.594 2.245 -2.474

***

[2]
DFT (ωB97M-V/def2-TZVPD) results for one molecule with the formula C3H5N3O.

For the LUMO energy, the calculation gives -0.1457 eV. For the orbital gap, the calculation gives 0.312 hartree. As for the total charge: 0. As for the spin multiplicity: 1.

Element x y z (Å)
C -0.491 -0.343 -0.264
C -0.190 0.969 -0.775
N -1.440 -0.228 0.834
C 1.137 -0.164 0.658
N 0.381 1.946 -1.142
N 1.874 -1.126 0.442
O -0.394 -1.339 -1.030
H -1.288 -1.002 1.473
H -2.377 -0.340 0.456
H 0.056 2.707 -1.724
H 1.457 -1.728 -0.297
H 1.276 0.649 1.368

***

[3]
DFT (ωB97M-V/def2-TZVPD) results for an isolated ion of composition C9H14NOS and charge +1.

For the LUMO energy, the calculation gives -4.4783 eV. For the orbital gap, the calculation gives 0.293 hartree. As for the total charge: +1. As for the spin multiplicity: 1.

Element x y z (Å)
C -0.830 0.832 1.082
C -0.812 -0.440 1.194
C 0.096 0.927 -1.122
C -0.635 1.541 -0.116
C 0.427 -0.552 -0.895
C 2.749 0.567 0.220
C -0.372 -1.369 0.101
C -1.244 2.880 -0.162
C -1.657 -1.959 -0.598
N 0.509 -2.450 0.601
O 3.961 0.921 0.411
S 2.366 -0.897 -0.515
H -1.182 1.386 1.942
H -0.786 -0.835 2.261
H 0.197 1.443 -2.074
H 0.250 -0.980 -1.881
H 1.979 1.234 0.543
H -2.033 3.081 0.554
H -1.812 3.085 -1.125
H -0.555 3.715 0.000
H -1.381 -2.476 -1.547
H -2.198 -1.075 -0.811
H -2.261 -2.638 0.005
H 0.133 -2.783 1.515
H 0.482 -3.263 -0.108
H 4.611 0.105 0.525

***

[4]
DFT (ωB97M-V/def2-TZVPD) results for C41H36IrN5S3Sb as an isolated structure.

For the LUMO energy, the calculation gives -4.2965 eV. For the orbital gap, the calculation gives 0.201 hartree. As for the total charge: +1. As for the spin multiplicity: 1.

Element x y z (Å)
Ir 0.603 -1.023 -1.183
C 4.940 -4.558 -0.730
C 5.294 -3.242 -0.038
N 4.917 -2.082 -0.833
C 3.691 -1.550 -0.888
S 2.434 -2.227 0.095
N 3.556 -0.480 -1.635
N 2.339 -0.023 -1.885
C 2.185 1.155 -2.405
C 3.321 2.112 -2.571
C 0.838 1.497 -2.828
C 0.521 2.736 -3.382
C -0.787 3.000 -3.746
C -1.747 2.012 -3.594
C -1.351 0.793 -3.071
N -0.106 0.552 -2.682
H 5.228 -5.400 -0.099
H 5.467 -4.638 -1.681
H 3.869 -4.610 -0.920
H 6.370 -3.191 0.125
H 4.786 -3.176 0.924
H 5.586 -1.717 -1.491
H 4.241 1.624 -2.269
H 3.161 2.990 -1.941
H 3.420 2.446 -3.605
H 1.294 3.478 -3.519
H -1.049 3.966 -4.157
H -2.780 2.182 -3.861
H -2.052 -0.023 -2.954
S -1.209 -5.169 -0.600
C -1.917 -4.241 0.687
C -2.751 -4.682 1.707
C -3.238 -3.747 2.600
C -2.889 -2.400 2.479
C -2.045 -1.974 1.473
C -1.547 -2.894 0.558
N -0.730 -2.640 -0.530
C -0.491 -3.731 -1.225
C 0.293 -3.655 -2.433
C 0.423 -4.713 -3.334
C 1.143 -4.534 -4.498
C 1.732 -3.300 -4.749
C 1.610 -2.252 -3.845
C 0.892 -2.405 -2.664
H -3.009 -5.728 1.795
H -3.894 -4.065 3.398
H -3.287 -1.680 3.183
H -1.770 -0.938 1.378
H -0.046 -5.667 -3.120
H 1.243 -5.342 -5.210
H 2.294 -3.146 -5.662
H 2.094 -1.312 -4.081
S 0.214 0.721 0.406
Sb -1.433 1.705 1.821
C -3.001 2.155 0.231
C -3.629 3.388 0.327
C -4.911 3.538 -0.183
C -5.573 2.449 -0.734
C -4.942 1.214 -0.810
C -3.656 1.061 -0.313
C -0.562 3.649 2.018
C -0.467 4.514 0.935
C 0.017 5.800 1.122
C 0.406 6.224 2.386
C 0.344 5.348 3.459
C -0.145 4.062 3.278
C -0.587 0.815 3.719
C 0.665 0.248 3.766
C 1.137 -0.190 4.998
C 0.350 -0.089 6.137
C -0.926 0.449 6.061
C -1.400 0.909 4.840
H -3.123 4.233 0.778
H -5.402 4.500 -0.118
H -6.590 2.559 -1.087
H -5.465 0.357 -1.215
H -3.166 0.094 -0.366
H -0.768 4.190 -0.055
H 0.088 6.478 0.281
H 0.764 7.234 2.533
H 0.672 5.662 4.441
H -0.198 3.385 4.121
H 1.273 0.138 2.875
H 2.131 -0.611 5.062
H 0.733 -0.438 7.087
H -1.554 0.510 6.939
H -2.387 1.349 4.776

***

Number 1: HOMO -9.075 eV. Number 2: HOMO -8.633 eV. Number 3: HOMO -12.455 eV. Number 4: HOMO -9.774 eV.